# 1
Entry from the OMol25 dataset: the molecule C3H5NS2 at a distorted geometry (ωB97M-V with the def2-TZVPD basis set).

Results
HOMO energy	-8.66	eV
energy above the lowest of the compared OMol25 structures with the same formula, charge and spin	1.647	eV
E_tot	-26351.0859	eV
F_max	1.89	eV/Å
lowest unoccupied orbital energy	0.333	eV
molecular weight	119.21	g mol⁻¹
structure (SMILES)	C=CN(S)C=S

```
11
Properties=species:S:1:pos:R:3:forces:R:3:nbo_charge:R:1
C 1.1313 1.4937 -0.0903 1.066 0.365 0.275 -0.428
C -0.0433 0.8932 -0.0627 -0.436 -1.257 -1.337 -0.042
N -0.2083 -0.5680 -0.1372 0.530 1.597 0.213 -0.561
S 1.1665 -1.6126 -0.1594 -0.588 0.468 -0.083 0.216
C -1.4491 -1.1064 -0.1124 -0.055 -0.778 0.211 -0.085
S -2.8933 -0.3805 -0.0728 -0.330 0.423 -0.049 -0.095
H 2.1186 0.9965 -0.1174 -0.877 0.088 0.161 0.216
H 1.1802 2.5832 -0.0725 -0.211 -0.314 -0.099 0.217
H -0.9894 1.4315 -0.2488 0.576 -0.489 0.654 0.247
H 1.4094 -1.5376 1.1543 0.123 -0.076 0.182 0.111
H -1.4227 -2.1930 -0.0807 0.201 -0.026 -0.128 0.205
```
Forces are in eV/Å.



# 2
Entry from the OMol25 dataset: a cluster of 2 separate species, C3H13N5 in total at a distorted geometry (ωB97M-V with the def2-TZVPD basis set).

Results
HOMO energy (alpha / beta)	-6.84 / -6.84	eV
energy above the lowest of the compared OMol25 structures with the same formula, charge and spin	4.868	eV
E_tot	-10767.8943	eV
F_max	2.47	eV/Å
lowest unoccupied orbital energy (alpha / beta)	0.915 / 0.915	eV
molecular weight	119.17	g mol⁻¹

```
21
Properties=species:S:1:pos:R:3:forces:R:3:nbo_charge:R:1
C 1.0777 1.0073 0.6170 -1.638 1.161 1.433 -0.161
C 2.1991 1.4384 -0.2951 0.005 -0.608 -0.461 -0.653
N 0.7932 -0.8824 -0.5040 -0.128 0.570 0.329 -0.814
H 1.0386 -0.9819 -1.4909 -0.150 -0.634 0.758 0.388
H 1.2990 -1.4101 0.2015 0.200 -0.266 -0.804 0.384
H 0.3164 1.7848 0.6815 0.306 0.253 0.282 0.190
H 1.4432 0.7216 1.5994 -0.148 0.044 -0.051 0.189
H 2.6202 2.3771 0.0853 -0.234 -0.009 0.076 0.220
H 1.8487 1.6169 -1.3147 0.141 -0.001 0.039 0.201
H 3.0196 0.7179 -0.3096 -0.075 -0.026 -0.169 0.199
C -0.6452 -0.8612 -0.1397 0.757 -0.565 -1.357 0.493
N -1.7693 0.8554 1.1859 0.311 -0.806 0.293 -0.686
N -1.0152 -2.2706 -0.0097 -0.893 -0.436 0.403 -0.861
N -1.4315 -0.3301 -1.2148 -0.214 0.104 -0.462 -0.868
N -0.6880 -0.0677 1.0302 1.036 0.942 0.191 -0.392
H -2.2147 0.6262 2.0698 0.212 0.191 0.045 0.351
H -2.5223 0.7862 0.5010 0.485 -0.197 -0.379 0.352
H -0.9411 -2.5445 0.9651 0.173 0.049 -0.010 0.367
H -1.9967 -2.3839 -0.2396 -0.057 0.130 0.028 0.364
H -1.2135 0.6476 -1.3590 0.105 0.030 -0.076 0.369
H -1.2181 -0.8467 -2.0597 -0.194 0.075 -0.109 0.366
```
Forces are in eV/Å.



# 3
Entry from the OMol25 dataset: the molecule C3H7OPS2 at a distorted geometry (ωB97M-V with the def2-TZVPD basis set).

Results
HOMO energy (alpha / beta)	-9.10 / -8.32	eV
energy above the lowest of the compared OMol25 structures with the same formula, charge and spin	2.979	eV
E_tot	-36229.4844	eV
F_max	2.63	eV/Å
lowest unoccupied orbital energy (alpha / beta)	-1.453 / -1.887	eV
molecular weight	154.20	g mol⁻¹

```
14
Properties=species:S:1:pos:R:3:forces:R:3:nbo_charge:R:1
C -1.0363 0.7975 -0.7871 -1.196 1.637 1.452 -0.524
C -0.4824 0.1658 -2.0274 -1.496 -1.291 -1.731 -0.613
C 0.5610 -0.8426 2.1597 -1.957 -0.038 -0.836 -1.040
O 2.7929 0.2459 1.0530 2.482 0.369 0.069 -1.011
P 1.4199 -0.0715 0.7500 -1.892 -0.273 -0.643 1.542
S 0.3935 1.6478 0.0814 -0.787 -0.857 0.198 -0.068
S -0.0838 -1.5897 -1.7957 0.909 0.990 0.932 -0.074
H -1.8134 1.6171 -0.9913 1.472 -0.735 -0.015 0.242
H -1.6658 0.1302 -0.0951 1.498 0.494 -1.040 0.248
H -1.3690 0.1005 -2.6991 0.355 -0.103 0.082 0.241
H 0.2529 0.7112 -2.6583 -0.224 -0.115 1.100 0.245
H -0.1100 0.0756 2.4504 0.966 -2.183 0.039 0.268
H -0.0192 -1.6524 1.5874 0.218 1.147 1.322 0.264
H 1.1597 -1.3352 2.9720 -0.348 0.958 -0.929 0.279
```
Forces are in eV/Å.